ORCA calculation (ωB97M-V/def2-TZVPD) on the ion C5H11NO with charge -1 in a non-equilibrium geometry.

Values from the calculation:
Orbital gap (alpha / beta): 3.7687 / 6.7761 eV
Relative energy (zero: lowest compared OMol25 entry of this formula, charge and spin): 19.4 kcal per mole
HOMO level (alpha / beta): 0.004 / -0.107 hartree
Net charge: -1
Lowest unoccupied orbital energy (alpha / beta): 0.143 / 0.142 Ha
2S+1: 2

```
18
Properties=species:S:1:pos:R:3:forces:R:3
O -2.9675 -0.4620 0.2299 0.1721 0.2743 0.1859
C -2.2445 0.3274 -0.4979 0.4233 -0.4537 -0.7773
C -1.0669 1.1117 0.0930 -0.8934 -0.2965 0.7331
C -0.2566 0.2949 1.1423 0.0802 -0.1095 0.0242
C 1.2177 -0.0474 0.8401 0.2282 -0.1454 -0.2515
C 1.5689 -0.2263 -0.6388 -1.4047 -0.1051 -0.3652
N 0.6837 -1.1688 -1.3609 0.1609 -0.7351 0.2027
H -2.0554 0.0359 -1.5608 -0.1860 0.1154 0.1716
H -1.5060 1.9503 0.6619 0.2574 0.1457 -0.1701
H -0.4636 1.5164 -0.7196 0.0821 0.0755 0.0125
H -0.3088 0.8496 2.0878 0.2541 -0.2131 0.0050
H -0.7796 -0.6460 1.3417 -0.2877 0.2003 -0.1828
H 1.8530 0.7351 1.2664 0.2335 -0.1021 -0.0281
H 1.4689 -1.0109 1.3041 0.0445 0.2263 0.3476
H 1.4540 0.7293 -1.1499 0.2787 0.1449 -0.0049
H 2.5676 -0.6032 -0.8088 0.5173 0.1981 0.2301
H -0.2264 -1.2731 -0.9161 -0.1419 0.5958 -0.1214
H 1.0616 -2.1128 -1.3143 0.1815 0.1842 -0.0114
```
Forces are in eV/Å.



ORCA calculation (ωB97M-V/def2-TZVPD) on a cluster of 2 separate species, C5H11NO in total in a non-equilibrium geometry.

Values from the calculation:
Orbital gap (alpha / beta): 2.9129 / 4.6151 eV
Relative energy (zero: lowest compared OMol25 entry of this formula, charge and spin): 72.6 kcal per mole
HOMO level (alpha / beta): -0.001 / -0.064 hartree
Net charge: -1
Lowest unoccupied orbital energy (alpha / beta): 0.106 / 0.106 Ha
2S+1: 2

```
18
Properties=species:S:1:pos:R:3:forces:R:3
N 1.2517 0.8778 -0.5032 5.5164 1.5202 -0.9308
C 0.1039 0.2107 -0.2496 -1.3524 -2.1921 3.9536
C -0.8032 0.8962 0.5366 -1.3682 2.6119 0.6987
C -1.4400 -3.3069 -0.2207 -0.4548 -0.7741 1.3686
C -0.9009 -1.9803 0.3595 -1.6055 -1.1562 0.9374
C 0.1522 -1.2277 -0.2196 -0.9018 0.4978 -0.4283
H 2.2111 0.4205 -0.3296 -2.4997 0.2127 -0.4704
H 1.3914 1.8114 -0.0995 -0.8657 -0.5339 -0.3979
H -0.4117 1.9541 0.8373 -1.1641 -1.6554 -0.4616
H -1.8480 0.6141 0.9229 1.9940 0.2084 -0.9950
H -1.8255 -3.1791 -1.2520 0.0709 -0.1519 0.2602
H -0.6774 -4.1201 -0.2365 -0.2507 0.3203 -0.2542
H -2.3158 -3.7790 0.4423 1.6518 1.1607 -1.3020
H -1.6596 -1.6789 1.2066 1.8574 0.4186 -1.7256
H 1.1314 -1.6113 -0.5459 -0.6396 -0.5031 -0.2835
H 2.2583 5.1764 -0.7330 -1.3065 -2.2586 0.6125
H 1.6340 4.5699 0.4792 -0.6711 0.5224 3.4630
O 1.7479 4.3521 -0.3948 1.9894 1.7523 -4.0448
```
Forces are in eV/Å.



ORCA calculation (ωB97M-V/def2-TZVPD) on a cluster of 2 separate species, C5H11NO in total in a non-equilibrium geometry.

Values from the calculation:
Orbital gap (alpha / beta): 2.8700 / 7.4321 eV
Relative energy (zero: lowest compared OMol25 entry of this formula, charge and spin): 59.4 kcal per mole
HOMO level (alpha / beta): 0.036 / -0.137 hartree
Net charge: -1
Lowest unoccupied orbital energy (alpha / beta): 0.141 / 0.136 Ha
2S+1: 2

```
18
Properties=species:S:1:pos:R:3:forces:R:3
C -1.0743 -1.6718 -0.4673 -0.0605 -0.3050 -0.8729
N -0.6231 -0.3012 -0.3377 1.1533 -1.0538 0.6700
C 0.7650 -0.0370 -0.5918 -0.0732 2.2027 -1.4555
C 1.3455 -0.3757 -1.7732 -0.6817 -1.0723 -0.1815
C 1.4189 2.3777 -0.3007 0.8232 0.2629 1.4835
C 1.2614 1.0914 0.2289 -0.1560 -0.0925 -0.5795
H -0.9605 -1.9714 -1.5154 -0.0977 0.0803 0.0248
H -2.1372 -1.7379 -0.2551 -0.1554 -0.0392 0.2025
H -0.5297 -2.4525 0.0857 0.0225 0.3034 0.3396
H -0.8033 0.1385 0.5612 -0.2322 -0.1885 0.1432
H 0.8687 -1.0995 -2.4385 -0.2317 0.1723 0.0928
H 2.2053 0.0707 -2.2527 0.3878 0.0916 0.8458
H 1.3967 2.7426 -1.3080 -0.4273 -0.4368 -0.5406
H 1.7277 3.1365 0.4238 0.1142 -0.0496 -0.2083
H 1.6600 0.8624 1.2173 -0.4041 0.1041 -0.0442
H -1.7021 -0.8381 2.6429 0.0442 0.1959 -0.0658
H -2.7283 0.2958 2.7945 0.0691 0.0676 -0.1957
O -2.0907 -0.2304 3.2862 -0.0944 -0.2431 0.3421
```
Forces are in eV/Å.



ORCA calculation (ωB97M-V/def2-TZVPD) on the ion C5H11NO with charge -1 in a non-equilibrium geometry.

Values from the calculation:
Orbital gap (alpha / beta): 3.3423 / 6.7776 eV
Relative energy (zero: lowest compared OMol25 entry of this formula, charge and spin): 34.0 kcal per mole
HOMO level (alpha / beta): 0.030 / -0.104 hartree
Net charge: -1
Lowest unoccupied orbital energy (alpha / beta): 0.153 / 0.145 Ha
2S+1: 2

```
18
Properties=species:S:1:pos:R:3:forces:R:3
C -1.1359 -1.2316 -0.0125 -0.5562 0.4911 -2.0220
N -0.5518 -0.0403 0.5292 -0.1464 -0.2277 1.4321
C -1.4572 1.0424 0.7730 -0.3681 0.4958 -0.1265
C 1.8530 -0.6783 0.3691 0.1821 0.5821 0.2407
C 0.7534 0.3266 0.0151 1.1134 1.2665 -1.3195
C 0.7789 0.7544 -1.4648 -1.8377 -0.7653 1.3472
O 1.7333 0.5126 -2.2452 1.0694 -0.0689 -0.9989
H -1.1733 -1.1598 -1.1276 0.4159 -0.1772 0.1844
H -0.5881 -2.1470 0.2145 -0.1192 0.0187 0.3680
H -2.2124 -1.2812 0.1767 0.2094 -0.2739 0.8220
H -1.0452 1.7894 1.4651 0.3955 -0.0670 -0.3121
H -2.3678 0.7284 1.2786 -0.1305 -0.5228 0.0497
H -1.8032 1.5609 -0.1371 0.1118 0.1213 -0.0288
H 2.8208 -0.1701 0.5492 -0.4341 -0.1533 -0.4675
H 1.9810 -1.4002 -0.4436 0.0023 -0.1193 0.3250
H 1.5923 -1.0964 1.3409 -0.0661 -0.5413 -0.0679
H 1.0352 1.3004 0.4526 -0.2104 -0.1811 1.0661
H -0.2129 1.1897 -1.7330 0.3688 0.1224 -0.4921
```
Forces are in eV/Å.



ORCA calculation (ωB97M-V/def2-TZVPD) on a cluster of 3 separate species, C5H11NO in total in a non-equilibrium geometry.

Values from the calculation:
Orbital gap (alpha / beta): 4.1955 / 7.1127 eV
Relative energy (zero: lowest compared OMol25 entry of this formula, charge and spin): 97.7 kcal per mole
HOMO level (alpha / beta): -0.013 / -0.122 hartree
Net charge: -1
Lowest unoccupied orbital energy (alpha / beta): 0.141 / 0.140 Ha
2S+1: 2

```
18
Properties=species:S:1:pos:R:3:forces:R:3
C 0.2818 1.5306 1.7318 -0.2729 -1.4535 0.0494
N -0.9489 -1.2061 0.9635 0.4960 1.4710 0.9085
C 0.2314 -0.7003 0.3016 -0.8122 0.7193 -0.4966
C 0.6815 0.5966 0.5798 0.3556 0.1098 0.3860
C 0.3148 -1.7344 -2.0032 -1.8263 -1.3978 1.4353
C 0.7576 -1.5103 -0.7577 2.2915 0.8827 -0.1090
H 0.3536 1.0213 2.7093 0.0416 0.1644 -0.1723
H 0.9331 2.4152 1.7631 -0.3136 -0.2174 -0.1092
H -0.7624 1.8093 1.6187 -0.2650 0.5488 0.1635
H -1.6923 -0.4901 1.0527 0.7365 -0.9489 -0.2176
H -1.2518 -2.1047 0.6530 -0.2139 -0.1631 -0.3694
H 1.3944 1.1662 -0.0249 0.1527 -1.2604 -0.3220
H -0.7830 -2.0056 -2.0849 0.6284 1.4725 -0.4372
H 0.9035 -2.2320 -2.7383 0.6794 -0.5804 -0.3695
H 2.5658 -1.8607 -0.6920 -1.2570 0.4916 -0.1357
H -0.6384 1.1348 -0.7581 0.7671 -0.8551 0.4991
H -0.9512 2.5276 -1.2468 -0.9588 -1.5834 0.2850
O -1.3894 1.6426 -1.0675 -0.2293 2.6000 -0.9884
```
Forces are in eV/Å.



ORCA calculation (ωB97M-V/def2-TZVPD) on an isolated molecule of C5H11NO in a non-equilibrium geometry.

Values from the calculation:
Orbital gap: 10.7659 eV
Relative energy (zero: lowest compared OMol25 entry of this formula, charge and spin): 19.0 kcal per mole
SMILES: CC[C@@H](C)NC=O
HOMO level: -0.362 hartree
Lowest unoccupied orbital energy: 0.033 Ha

```
18
Properties=species:S:1:pos:R:3:forces:R:3
C -0.4302 -1.5463 -1.3132 -0.0541 0.0255 -0.0386
C 0.6841 -0.9337 -0.4689 0.0133 0.1168 -0.0269
C 0.1977 0.0332 0.6272 -0.0044 0.1462 -0.0415
C 1.3472 0.4050 1.5625 -0.0232 0.1318 -0.0301
N -0.4379 1.2661 0.0733 -0.4287 0.3287 -0.2276
C -1.7127 1.4752 -0.3269 -0.5986 0.7630 -0.3802
O -2.6755 0.7519 -0.3919 0.3401 -0.0883 0.1469
H -1.1471 -2.0887 -0.6858 0.1084 0.1068 -0.0862
H -0.9890 -0.7801 -1.8574 0.0542 -0.1046 0.0674
H -0.0192 -2.2527 -2.0429 -0.0490 0.1270 0.1126
H 1.2541 -1.7438 0.0135 -0.1597 0.2606 0.0033
H 1.3966 -0.3955 -1.1072 -0.0709 -0.0528 0.0424
H -0.5706 -0.4941 1.2168 0.0211 0.3580 -0.2499
H 1.7902 -0.4950 2.0078 -0.1728 0.1868 -0.1533
H 2.1375 0.9240 1.0084 -0.0789 -0.0300 0.0831
H 1.0031 1.0513 2.3744 0.0495 -0.0363 -0.1000
H -0.1272 2.2346 -0.0653 1.9699 -1.2750 0.8678
H -1.7013 2.5884 -0.6242 -0.9161 -0.9641 0.0109
```
Forces are in eV/Å.